# 1
Formula: C24H25N3O4S
Source: the OMol25 dataset
Level of theory: wB97M-V/def2-TZVPD

Last column: Mulliken charge in e.
Element x y z (Å)
H 2.255 -2.567 -0.771  0.2540
C -5.801 -2.522 -0.922  -0.3779
C -0.849 -0.471 2.434  0.6108
H -2.925 -0.848 2.206  0.1231
C -3.658 -1.636 -1.537  -0.5706
C 3.413 -1.287 0.553  -1.1607
O 0.482 3.771 -1.029  -0.6270
H -2.745 -1.700 -2.111  0.3849
H 2.815 -1.554 1.427  0.2949
C 0.422 2.577 -0.812  -0.2170
C -5.027 -0.482 0.076  -0.1778
C -5.994 -1.458 -0.054  -0.7140
H -6.905 -1.390 0.522  0.3946
N 2.970 -0.004 0.074  0.4644
H 4.967 -5.229 -0.959  0.3605
H -6.561 -3.282 -1.023  0.3952
C 2.901 2.110 -0.768  0.3174
C -4.632 -2.607 -1.662  -0.8034
H 4.422 3.120 -1.138  0.3123
H 1.613 1.675 2.582  0.6519
C 1.567 0.322 -0.101  0.3872
H -2.776 3.913 1.254  0.4226
H -1.529 3.106 2.206  0.2133
C 4.387 -4.374 -1.299  -1.0066
C -3.846 -0.563 -0.667  0.9831
C 0.883 0.930 2.341  -0.6464
H 1.112 -0.374 -0.819  0.2724
C -1.861 2.274 0.285  -0.4659
C 3.783 0.990 -0.329  0.9983
H -0.406 0.793 4.154  0.5189
N -2.925 1.447 0.323  -0.4347
H 4.460 -1.183 0.847  0.3753
H 3.512 -4.744 -1.856  0.3489
H 3.125 -3.752 1.719  0.2913
O -0.261 -0.621 1.227  -0.2585
S -1.352 0.464 -1.442  -0.3052
N 4.025 -3.567 -0.152  -0.0248
H -1.060 4.157 0.855  0.3252
C 3.316 -2.364 -0.539  -0.4236
C 1.605 1.735 -0.645  -0.3024
H 3.792 -1.963 -1.437  0.4207
H 5.006 -3.783 -1.972  0.3157
C 3.292 -4.347 0.824  -0.9632
C -0.875 1.898 -0.599  1.2755
C -1.798 3.441 1.204  -1.3956
H 3.886 -5.216 1.099  0.3808
H -2.264 -1.259 3.796  0.3834
O 3.453 3.233 -1.189  -0.5833
C -0.176 0.467 3.161  -1.1444
H -5.162 0.355 0.743  0.4591
C -2.066 -1.269 2.729  -1.1940
H 2.318 -4.693 0.442  0.3277
O 4.999 1.030 -0.338  -0.7288
C 0.785 0.237 1.172  0.2046
C -2.841 0.462 -0.507  0.3690
H -4.481 -3.435 -2.339  0.3961
H -1.937 -2.295 2.391  0.2925

Calculated values
spin multiplicity: 1
HOMO-LUMO gap: 7.91 eV
energy above the lowest of the compared OMol25 structures with the same formula, charge and spin: 259.19 kJ/mol
LUMO energy: -0.35 eV
SMILES: Cc1ccc([C@H]2C(C(=O)c3sc(-c4ccccc4)nc3C)=C(O)C(=O)N2CCN(C)C)o1
net charge: 0

# 2
Formula: C24H25N3O5
Source: the OMol25 dataset
Level of theory: wB97M-V/def2-TZVPD

Last column: Mulliken charge in e.
Element x y z (Å)
H -2.676 -5.391 -1.930  0.3803
H 2.498 -4.343 -1.322  0.3917
H 0.920 -5.130 -1.363  0.4319
C 1.700 -0.594 1.090  0.9975
H 0.858 5.028 0.762  0.4281
C 1.200 2.301 -1.216  0.0891
C -2.545 1.468 2.480  0.7235
H 0.715 2.003 3.704  0.3399
O 1.059 -0.404 -2.734  -0.7470
H -3.897 1.001 0.830  0.4173
N -1.991 1.456 0.138  0.3684
C 1.012 1.267 2.973  -0.6240
H 1.161 -3.654 -0.407  0.1318
O 3.448 0.587 0.303  -0.5068
N -0.346 -2.992 -2.598  0.1091
H 2.397 4.022 -0.853  0.4217
O -2.510 2.340 3.314  -0.6296
H -0.663 -4.920 -3.294  0.4178
H 4.208 -1.176 -0.446  0.2912
C 2.121 1.525 2.168  -1.0157
C 0.599 4.085 0.304  -0.8946
C -1.019 -0.077 3.603  -1.5194
C 1.066 -3.303 -2.533  -0.3124
C 1.425 -4.168 -1.328  -1.0621
C 0.620 -0.859 1.890  -0.9706
C -3.079 1.689 1.050  -0.9797
C 1.478 3.509 -0.614  -0.9346
C 2.441 0.583 1.222  1.0303
H 1.633 -2.376 -2.491  0.1148
C -1.802 0.348 -0.609  -1.0576
C -0.597 3.481 0.631  -0.7902
N -2.097 0.205 2.665  -0.1026
O 2.226 -1.353 0.085  -0.3895
H -1.135 -1.096 3.978  0.3848
H -2.672 -3.735 -1.319  0.2723
H 1.342 -3.825 -3.457  0.3291
H -1.378 -4.849 -0.858  0.2760
C -0.883 2.269 0.020  -0.0532
H 2.692 2.432 2.268  0.4993
H -2.556 -0.413 -0.677  0.7175
C -0.907 -1.777 -2.451  0.5539
C -1.252 -4.095 -2.890  -0.7734
C 0.012 1.657 -0.883  0.0185
C 3.279 -0.587 -0.465  -0.3015
H -1.105 0.634 4.425  0.4700
H -2.102 -0.403 1.857  0.3088
H -1.275 3.929 1.341  0.4029
H -3.434 2.719 0.960  0.3901
O -2.119 -1.620 -2.550  -0.7232
C -0.020 -0.561 -2.179  1.2405
H 3.027 -0.322 -1.504  0.2723
C 0.275 0.103 2.849  0.4108
C -2.041 -4.549 -1.665  -1.0570
H -1.960 -3.753 -3.652  0.3993
H 1.875 1.861 -1.932  0.5437
C -0.592 0.410 -1.277  0.2730
H 0.056 -1.772 1.780  0.5977

Calculated values
spin multiplicity: 1
HOMO-LUMO gap: 8.19 eV
energy above the lowest of the compared OMol25 structures with the same formula, charge and spin: 90.08 kJ/mol
LUMO energy: 0.12 eV
SMILES: CCN(CC)C(=O)C(=O)c1cn(CC(=O)NCc2ccc3c(c2)OCO3)c2ccccc12
net charge: 0

# 3
Formula: C24H25N3O5S
Source: the OMol25 dataset
Level of theory: wB97M-V/def2-TZVPD

Last column: Mulliken charge in e.
Element x y z (Å)
N -2.241 -1.540 -0.591  0.1198
C -3.350 0.687 1.006  0.3162
O -3.833 -3.121 -0.420  -0.7009
C -1.173 -2.356 -0.343  -0.0057
C -1.988 2.749 1.802  -0.4728
H 3.101 -2.577 -0.304  0.2856
H 2.849 1.107 -1.721  0.3296
N -3.947 0.451 -0.231  0.0195
H 2.302 -0.753 0.451  0.1541
S -1.334 -4.068 -0.234  -0.2974
H 2.381 1.607 1.261  0.2122
H -0.894 4.567 2.078  0.4418
H -2.690 4.115 -1.788  0.5073
H 2.689 -2.854 1.399  0.2833
C 5.271 2.669 -0.661  -0.5988
C -1.491 3.982 1.393  -0.6020
C 2.666 -4.668 0.178  -0.8215
H 1.194 1.930 -0.036  0.4793
C 2.040 1.307 0.264  -1.1275
H 3.484 3.389 -1.705  0.3781
H 5.719 2.523 -1.644  0.2655
O -3.350 -0.081 1.934  -0.6253
O -0.500 0.397 -0.410  -0.8047
C -1.742 4.471 0.121  -0.4960
C 3.761 2.877 -0.787  -0.7542
C 0.111 -1.879 -0.132  -0.5105
C 3.196 1.446 -0.738  0.2691
C 2.459 -3.147 0.370  -0.5602
H 6.253 0.801 -0.012  0.3166
O 4.266 0.582 -0.364  -0.4255
C 0.365 -0.438 -0.114  1.1428
C -2.988 2.521 -0.388  0.2628
H 5.774 3.490 -0.157  0.3525
H 3.383 3.453 0.059  0.3305
O -4.176 1.510 -2.259  -0.6703
N 1.586 -0.059 0.308  -0.0222
H -6.561 -0.391 0.054  0.4196
H -4.828 -0.699 -1.674  0.4307
H 1.119 -5.719 1.328  0.2466
C 0.997 -2.971 0.091  0.2972
H 3.048 -4.852 -0.826  0.3131
H -6.155 -2.115 -0.070  0.4039
C -2.498 3.745 -0.793  -0.6325
H 5.195 1.561 1.207  0.2707
H -1.944 -0.556 -0.655  0.0376
C -3.530 -1.952 -0.521  0.3060
C -3.766 1.502 -1.127  0.4442
C 5.331 1.366 0.133  -0.4656
C -5.785 -1.135 0.217  -1.6064
H 3.382 -5.072 0.890  0.3527
C 1.277 -5.327 0.319  -0.5096
H 1.135 -6.147 -0.384  0.3382
C 0.369 -4.176 0.057  0.1849
C -4.550 -0.811 -0.617  0.3011
H -5.523 -1.158 1.272  0.3656
H -1.339 5.431 -0.168  0.4190
C -2.737 2.030 0.895  0.6067
H -1.790 2.357 2.787  0.5053

Calculated values
spin multiplicity: 1
HOMO-LUMO gap: 7.44 eV
energy above the lowest of the compared OMol25 structures with the same formula, charge and spin: 13.44 kJ/mol
LUMO energy: -0.30 eV
SMILES: C[C@H](C(=O)Nc1sc2c(c1C(=O)NC[C@H]1CCCO1)CCC2)N1C(=O)c2ccccc2C1=O
net charge: 0

# 4
Formula: C24H25N3O5S2
Source: the OMol25 dataset
Level of theory: wB97M-V/def2-TZVPD

Last column: Mulliken charge in e.
Element x y z (Å)
H 0.925 -1.910 -3.863  0.3813
N -1.107 -0.261 -4.475  0.1338
H -3.265 1.853 5.664  0.3423
H -3.166 0.340 3.847  0.3995
C 1.130 -1.499 -1.804  -1.2195
H -0.735 -2.202 -5.167  0.5685
H -2.342 1.050 -5.506  0.2818
H -0.495 2.425 -6.437  0.3906
H 0.687 1.556 -5.415  0.3246
H 0.848 -0.214 1.241  0.0649
O -3.457 0.573 -3.084  -0.6918
C 0.166 -0.747 -6.519  -0.3877
C 0.533 -1.343 -3.034  -0.6423
S -2.552 1.152 -2.138  1.1070
C -0.263 1.469 -5.966  -0.7363
H -1.807 2.592 6.369  0.2388
C 4.089 -1.918 4.325  0.4703
C -2.185 1.986 5.547  -0.8506
C 5.278 -2.233 6.295  -0.5085
H -1.885 -1.233 -6.107  0.3730
H -3.741 -0.426 1.609  0.3299
H 4.255 -2.713 2.346  0.4105
N -3.276 0.833 -0.663  -0.1987
O -2.264 2.555 -2.225  -0.6760
O 2.956 -2.342 0.251  -0.7087
H 6.041 -2.638 6.935  0.3861
C 3.682 -2.032 2.963  -0.0304
C 5.137 -2.563 4.936  -0.5068
C 4.339 -1.341 6.715  -0.4282
N 1.277 -0.819 0.554  -0.0541
C -1.378 1.067 -4.989  -0.2907
C -2.303 2.520 0.785  0.1185
C -0.538 -0.454 -3.245  0.9507
H 1.138 -0.739 -6.001  0.3096
O -0.120 0.540 -7.017  -0.4116
O -1.875 2.700 4.376  -0.4376
H 0.226 -1.404 -7.388  0.3675
C -3.240 0.524 1.731  -0.8863
H -1.693 1.007 5.567  0.3245
H -0.781 0.649 -0.043  0.2980
C -0.401 0.089 -0.883  0.1998
H -2.079 3.119 -0.082  0.5321
C 0.694 -0.753 -0.709  -0.1189
H 2.061 -0.679 2.963  0.2686
H 5.781 -3.250 4.416  0.4088
H -1.429 1.794 -4.183  0.2035
H -3.792 -0.031 -0.697  0.2436
S 3.264 -0.884 5.461  -0.1216
H -1.473 3.898 2.195  0.4443
C -1.967 2.950 2.049  -0.7085
C -2.263 2.179 3.175  0.7187
C -2.938 1.289 0.610  -0.0091
C 2.342 -1.578 0.971  0.6057
H 1.957 -2.179 -1.683  0.5243
C -2.911 0.962 3.003  -0.5921
C -1.022 0.211 -2.108  -0.0107
C -0.938 -1.206 -5.557  -1.0653
H 4.213 -0.921 7.693  0.4258
C 2.662 -1.373 2.391  -0.8547

Calculated values
spin multiplicity: 1
HOMO-LUMO gap: 7.19 eV
energy above the lowest of the compared OMol25 structures with the same formula, charge and spin: 224.07 kJ/mol
LUMO energy: -0.30 eV
SMILES: COc1ccc(NS(=O)(=O)c2cc(NC(=O)/C=C/c3cccs3)ccc2N2CCOCC2)cc1
net charge: 0

Repeat the third record exactly.
Formula: C24H25N3O5S
Source: the OMol25 dataset
Level of theory: wB97M-V/def2-TZVPD

Last column: Mulliken charge in e.
Element x y z (Å)
N -2.241 -1.540 -0.591  0.1198
C -3.350 0.687 1.006  0.3162
O -3.833 -3.121 -0.420  -0.7009
C -1.173 -2.356 -0.343  -0.0057
C -1.988 2.749 1.802  -0.4728
H 3.101 -2.577 -0.304  0.2856
H 2.849 1.107 -1.721  0.3296
N -3.947 0.451 -0.231  0.0195
H 2.302 -0.753 0.451  0.1541
S -1.334 -4.068 -0.234  -0.2974
H 2.381 1.607 1.261  0.2122
H -0.894 4.567 2.078  0.4418
H -2.690 4.115 -1.788  0.5073
H 2.689 -2.854 1.399  0.2833
C 5.271 2.669 -0.661  -0.5988
C -1.491 3.982 1.393  -0.6020
C 2.666 -4.668 0.178  -0.8215
H 1.194 1.930 -0.036  0.4793
C 2.040 1.307 0.264  -1.1275
H 3.484 3.389 -1.705  0.3781
H 5.719 2.523 -1.644  0.2655
O -3.350 -0.081 1.934  -0.6253
O -0.500 0.397 -0.410  -0.8047
C -1.742 4.471 0.121  -0.4960
C 3.761 2.877 -0.787  -0.7542
C 0.111 -1.879 -0.132  -0.5105
C 3.196 1.446 -0.738  0.2691
C 2.459 -3.147 0.370  -0.5602
H 6.253 0.801 -0.012  0.3166
O 4.266 0.582 -0.364  -0.4255
C 0.365 -0.438 -0.114  1.1428
C -2.988 2.521 -0.388  0.2628
H 5.774 3.490 -0.157  0.3525
H 3.383 3.453 0.059  0.3305
O -4.176 1.510 -2.259  -0.6703
N 1.586 -0.059 0.308  -0.0222
H -6.561 -0.391 0.054  0.4196
H -4.828 -0.699 -1.674  0.4307
H 1.119 -5.719 1.328  0.2466
C 0.997 -2.971 0.091  0.2972
H 3.048 -4.852 -0.826  0.3131
H -6.155 -2.115 -0.070  0.4039
C -2.498 3.745 -0.793  -0.6325
H 5.195 1.561 1.207  0.2707
H -1.944 -0.556 -0.655  0.0376
C -3.530 -1.952 -0.521  0.3060
C -3.766 1.502 -1.127  0.4442
C 5.331 1.366 0.133  -0.4656
C -5.785 -1.135 0.217  -1.6064
H 3.382 -5.072 0.890  0.3527
C 1.277 -5.327 0.319  -0.5096
H 1.135 -6.147 -0.384  0.3382
C 0.369 -4.176 0.057  0.1849
C -4.550 -0.811 -0.617  0.3011
H -5.523 -1.158 1.272  0.3656
H -1.339 5.431 -0.168  0.4190
C -2.737 2.030 0.895  0.6067
H -1.790 2.357 2.787  0.5053

Calculated values
spin multiplicity: 1
HOMO-LUMO gap: 7.44 eV
energy above the lowest of the compared OMol25 structures with the same formula, charge and spin: 13.44 kJ/mol
LUMO energy: -0.30 eV
SMILES: C[C@H](C(=O)Nc1sc2c(c1C(=O)NC[C@H]1CCCO1)CCC2)N1C(=O)c2ccccc2C1=O
net charge: 0

What did the third record say?
Formula: C24H25N3O5S
Source: the OMol25 dataset
Level of theory: wB97M-V/def2-TZVPD

Last column: Mulliken charge in e.
Element x y z (Å)
N -2.241 -1.540 -0.591  0.1198
C -3.350 0.687 1.006  0.3162
O -3.833 -3.121 -0.420  -0.7009
C -1.173 -2.356 -0.343  -0.0057
C -1.988 2.749 1.802  -0.4728
H 3.101 -2.577 -0.304  0.2856
H 2.849 1.107 -1.721  0.3296
N -3.947 0.451 -0.231  0.0195
H 2.302 -0.753 0.451  0.1541
S -1.334 -4.068 -0.234  -0.2974
H 2.381 1.607 1.261  0.2122
H -0.894 4.567 2.078  0.4418
H -2.690 4.115 -1.788  0.5073
H 2.689 -2.854 1.399  0.2833
C 5.271 2.669 -0.661  -0.5988
C -1.491 3.982 1.393  -0.6020
C 2.666 -4.668 0.178  -0.8215
H 1.194 1.930 -0.036  0.4793
C 2.040 1.307 0.264  -1.1275
H 3.484 3.389 -1.705  0.3781
H 5.719 2.523 -1.644  0.2655
O -3.350 -0.081 1.934  -0.6253
O -0.500 0.397 -0.410  -0.8047
C -1.742 4.471 0.121  -0.4960
C 3.761 2.877 -0.787  -0.7542
C 0.111 -1.879 -0.132  -0.5105
C 3.196 1.446 -0.738  0.2691
C 2.459 -3.147 0.370  -0.5602
H 6.253 0.801 -0.012  0.3166
O 4.266 0.582 -0.364  -0.4255
C 0.365 -0.438 -0.114  1.1428
C -2.988 2.521 -0.388  0.2628
H 5.774 3.490 -0.157  0.3525
H 3.383 3.453 0.059  0.3305
O -4.176 1.510 -2.259  -0.6703
N 1.586 -0.059 0.308  -0.0222
H -6.561 -0.391 0.054  0.4196
H -4.828 -0.699 -1.674  0.4307
H 1.119 -5.719 1.328  0.2466
C 0.997 -2.971 0.091  0.2972
H 3.048 -4.852 -0.826  0.3131
H -6.155 -2.115 -0.070  0.4039
C -2.498 3.745 -0.793  -0.6325
H 5.195 1.561 1.207  0.2707
H -1.944 -0.556 -0.655  0.0376
C -3.530 -1.952 -0.521  0.3060
C -3.766 1.502 -1.127  0.4442
C 5.331 1.366 0.133  -0.4656
C -5.785 -1.135 0.217  -1.6064
H 3.382 -5.072 0.890  0.3527
C 1.277 -5.327 0.319  -0.5096
H 1.135 -6.147 -0.384  0.3382
C 0.369 -4.176 0.057  0.1849
C -4.550 -0.811 -0.617  0.3011
H -5.523 -1.158 1.272  0.3656
H -1.339 5.431 -0.168  0.4190
C -2.737 2.030 0.895  0.6067
H -1.790 2.357 2.787  0.5053

Calculated values
spin multiplicity: 1
HOMO-LUMO gap: 7.44 eV
energy above the lowest of the compared OMol25 structures with the same formula, charge and spin: 13.44 kJ/mol
LUMO energy: -0.30 eV
SMILES: C[C@H](C(=O)Nc1sc2c(c1C(=O)NC[C@H]1CCCO1)CCC2)N1C(=O)c2ccccc2C1=O
net charge: 0

Which formula does entry 2 have? C24H25N3O5

Copy entry 3 word for word.
Formula: C24H25N3O5S
Source: the OMol25 dataset
Level of theory: wB97M-V/def2-TZVPD

Last column: Mulliken charge in e.
Element x y z (Å)
N -2.241 -1.540 -0.591  0.1198
C -3.350 0.687 1.006  0.3162
O -3.833 -3.121 -0.420  -0.7009
C -1.173 -2.356 -0.343  -0.0057
C -1.988 2.749 1.802  -0.4728
H 3.101 -2.577 -0.304  0.2856
H 2.849 1.107 -1.721  0.3296
N -3.947 0.451 -0.231  0.0195
H 2.302 -0.753 0.451  0.1541
S -1.334 -4.068 -0.234  -0.2974
H 2.381 1.607 1.261  0.2122
H -0.894 4.567 2.078  0.4418
H -2.690 4.115 -1.788  0.5073
H 2.689 -2.854 1.399  0.2833
C 5.271 2.669 -0.661  -0.5988
C -1.491 3.982 1.393  -0.6020
C 2.666 -4.668 0.178  -0.8215
H 1.194 1.930 -0.036  0.4793
C 2.040 1.307 0.264  -1.1275
H 3.484 3.389 -1.705  0.3781
H 5.719 2.523 -1.644  0.2655
O -3.350 -0.081 1.934  -0.6253
O -0.500 0.397 -0.410  -0.8047
C -1.742 4.471 0.121  -0.4960
C 3.761 2.877 -0.787  -0.7542
C 0.111 -1.879 -0.132  -0.5105
C 3.196 1.446 -0.738  0.2691
C 2.459 -3.147 0.370  -0.5602
H 6.253 0.801 -0.012  0.3166
O 4.266 0.582 -0.364  -0.4255
C 0.365 -0.438 -0.114  1.1428
C -2.988 2.521 -0.388  0.2628
H 5.774 3.490 -0.157  0.3525
H 3.383 3.453 0.059  0.3305
O -4.176 1.510 -2.259  -0.6703
N 1.586 -0.059 0.308  -0.0222
H -6.561 -0.391 0.054  0.4196
H -4.828 -0.699 -1.674  0.4307
H 1.119 -5.719 1.328  0.2466
C 0.997 -2.971 0.091  0.2972
H 3.048 -4.852 -0.826  0.3131
H -6.155 -2.115 -0.070  0.4039
C -2.498 3.745 -0.793  -0.6325
H 5.195 1.561 1.207  0.2707
H -1.944 -0.556 -0.655  0.0376
C -3.530 -1.952 -0.521  0.3060
C -3.766 1.502 -1.127  0.4442
C 5.331 1.366 0.133  -0.4656
C -5.785 -1.135 0.217  -1.6064
H 3.382 -5.072 0.890  0.3527
C 1.277 -5.327 0.319  -0.5096
H 1.135 -6.147 -0.384  0.3382
C 0.369 -4.176 0.057  0.1849
C -4.550 -0.811 -0.617  0.3011
H -5.523 -1.158 1.272  0.3656
H -1.339 5.431 -0.168  0.4190
C -2.737 2.030 0.895  0.6067
H -1.790 2.357 2.787  0.5053

Calculated values
spin multiplicity: 1
HOMO-LUMO gap: 7.44 eV
energy above the lowest of the compared OMol25 structures with the same formula, charge and spin: 13.44 kJ/mol
LUMO energy: -0.30 eV
SMILES: C[C@H](C(=O)Nc1sc2c(c1C(=O)NC[C@H]1CCCO1)CCC2)N1C(=O)c2ccccc2C1=O
net charge: 0